The following is a DFT calculation (ωB97M-V/def2-TZVPD) of a 2-piece molecular cluster, C3H3NO2 overall at a distorted geometry.

Last column: Löwdin charge in e.
Positions of all 9 atoms, in Å:
C: 2.06145 -1.57804 -0.35284  -0.3677
C: 2.46024 2.08760 0.55171  0.0160
C: 0.16050 0.05118 0.10998  -0.0833
N: 1.33214 -0.76776 0.10361  0.0602
O: 3.30569 1.58371 -0.00006  0.0574
O: 2.93486 -2.31745 -0.49431  0.1479
H: -0.00685 0.41254 -0.90084  0.0912
H: 0.62496 0.93790 0.58684  0.0139
H: -0.65534 -0.39134 0.57889  0.0645

Force components x, y, z for each atom (eV/Å):
-0.42 0.84 1.41
0.74 -0.08 -0.27
3.32 1.88 -1.10
-1.08 -0.26 -0.15
-0.40 0.32 0.28
1.49 -1.70 -1.22
-0.65 -0.28 -0.19
-1.65 -0.16 0.41
-1.35 -0.55 0.84

Computed properties:
**LUMO**: 0.74 eV
**Kohn-Sham gap**: 11.100 eV
**HOMO**: -10.36 eV


The following is a DFT calculation (ωB97M-V/def2-TZVPD) of C33H32BrN5O3RuS as an isolated structure.

Last column: Löwdin spin population.
Positions of all 76 atoms, in Å:
Ru: -0.14240 2.19417 1.03654  0.1690
N: 0.64680 2.14215 2.99806  0.0025
C: 0.42094 3.35422 3.80440  0.0002
C: 1.16933 4.53708 3.21558  0.0003
C: 0.58015 5.12994 1.93492  0.0009
O: 0.85015 6.28912 1.64827  0.0013
O: -0.18102 4.36440 1.22913  0.0080
H: 0.26663 1.31734 3.45264  0.0035
H: 1.64978 1.98626 2.91266  0.0004
H: 0.74876 3.18878 4.83622  0.0001
H: -0.65184 3.55425 3.82086  0.0002
H: 2.20013 4.24364 2.98667  0.0001
H: 1.23362 5.34590 3.94320  0.0000
C: -0.22208 0.26896 1.07995  0.1806
C: -0.23246 -0.97711 1.11538  0.0764
C: -0.26864 -2.35842 1.04963  0.2427
C: -1.57376 -3.01116 0.90125  0.0180
C: -2.72765 -2.41057 1.42756  0.0426
C: -3.98135 -2.96583 1.23795  -0.0028
C: -4.13061 -4.13926 0.50771  0.0503
C: -3.00060 -4.74518 -0.02832  -0.0027
C: -1.74448 -4.19443 0.16569  0.0426
C: 0.97556 -3.13238 1.08327  0.0157
C: 1.01762 -4.46248 1.52926  0.0452
C: 2.21034 -5.16538 1.57836  -0.0034
C: 3.40080 -4.56652 1.18523  0.0536
C: 3.37965 -3.24672 0.75035  -0.0033
C: 2.18985 -2.54128 0.70318  0.0447
H: -2.61501 -1.49037 1.98796  0.0020
H: -4.85111 -2.47647 1.66046  -0.0013
H: -5.11147 -4.57137 0.35457  0.0037
H: -3.09927 -5.65076 -0.61542  -0.0014
H: -0.88016 -4.66673 -0.28472  0.0013
H: 0.10436 -4.93916 1.86226  0.0016
H: 2.21144 -6.18859 1.93561  -0.0016
H: 4.33128 -5.11921 1.21952  0.0037
H: 4.29641 -2.76238 0.43556  -0.0015
H: 2.18675 -1.51336 0.36354  0.0024
C: -0.67908 -2.09166 -2.56732  0.0004
N: -0.48438 -0.92479 -3.40361  0.0000
C: 0.34323 0.12033 -3.06561  0.0002
N: 1.17322 -0.11588 -2.00253  0.0016
O: 0.36106 1.15746 -3.71804  0.0003
H: -1.44831 -2.71833 -3.01576  0.0001
H: -1.00533 -1.84081 -1.55414  -0.0001
H: 0.24133 -2.67666 -2.50226  0.0001
H: -1.25366 -0.63074 -3.98226  0.0000
H: 0.82975 -0.72303 -1.27113  0.0007
H: 1.61243 0.71796 -1.63247  0.0000
N: -0.41410 4.59526 -1.37745  -0.0002
C: -1.11108 3.49442 -1.67580  -0.0004
N: -1.23039 2.43864 -0.89841  0.0010
C: -2.11768 1.52133 -1.48344  0.0008
C: -2.60356 0.35170 -0.90563  0.0019
C: -3.48049 -0.45127 -1.61762  0.0006
C: -3.89614 -0.10806 -2.90245  0.0000
C: -3.45376 1.07237 -3.47956  0.0003
C: -2.58547 1.87372 -2.75621  0.0002
S: -1.95379 3.42333 -3.20473  -0.0004
H: -0.22464 4.75547 -0.37056  0.0003
H: -0.48908 5.38427 -1.99310  0.0000
H: -2.27667 0.06747 0.08217  0.0011
H: -3.83418 -1.36798 -1.16056  0.0001
H: -4.57737 -0.75203 -3.44453  0.0000
H: -3.78411 1.37071 -4.46659  0.0000
Br: 6.29561 1.80457 -0.88853  -0.0002
C: 4.46805 1.90226 -0.35299  -0.0012
C: 3.62710 2.83230 -0.93690  0.0003
C: 2.29582 2.89566 -0.54180  -0.0004
C: 1.75059 2.04481 0.43554  -0.0035
C: 2.65436 1.11485 0.98874  -0.0007
C: 3.99006 1.03581 0.61120  -0.0001
H: 4.00067 3.50121 -1.70137  0.0000
H: 1.66469 3.62490 -1.03109  0.0002
H: 2.29542 0.38488 1.70718  0.0013
H: 4.64346 0.29443 1.05465  0.0000

Force components x, y, z for each atom (eV/Å):
-0.08 0.02 0.06
0.00 0.00 -0.02
0.00 0.00 0.00
0.02 0.00 -0.02
-0.01 0.03 -0.03
0.00 -0.01 0.00
0.00 -0.03 0.08
-0.02 0.02 0.01
0.01 -0.02 0.01
0.00 0.00 0.00
0.00 0.00 0.00
0.00 0.00 0.00
0.00 0.00 0.01
-0.06 0.00 -0.18
0.16 0.03 0.08
-0.03 -0.03 0.03
-0.02 0.01 -0.01
0.00 0.01 0.00
0.00 0.00 0.00
0.00 0.00 0.00
-0.01 0.00 0.00
0.00 -0.01 0.00
-0.05 0.01 -0.01
0.01 -0.01 0.01
0.00 0.01 0.00
0.01 -0.01 0.00
-0.01 0.00 0.00
0.02 0.01 0.00
0.00 0.00 0.00
0.00 0.00 0.00
0.00 0.00 0.00
0.00 0.00 0.00
-0.01 0.01 0.00
0.02 0.00 0.01
0.00 0.00 0.00
0.00 0.00 0.00
0.00 0.00 0.00
0.00 -0.01 0.00
0.01 0.00 0.00
-0.02 0.02 0.00
-0.01 -0.04 -0.01
0.08 0.03 0.09
0.01 0.00 -0.01
0.00 0.00 0.00
0.00 0.00 -0.01
0.00 0.00 0.00
0.01 0.00 0.00
-0.02 0.04 0.02
-0.04 -0.02 -0.11
-0.01 0.00 -0.02
0.00 0.01 -0.01
0.03 0.01 0.04
0.00 -0.01 0.00
-0.01 0.00 -0.01
0.00 0.00 0.00
0.00 0.00 0.01
0.00 0.00 0.00
0.00 0.00 0.00
0.00 0.00 0.00
0.00 0.00 0.01
0.01 0.00 -0.01
0.00 0.00 0.00
0.00 0.00 0.00
0.00 0.00 0.00
0.00 0.00 0.00
0.00 0.00 0.00
0.00 0.00 0.00
-0.01 0.00 0.00
0.00 0.01 0.00
0.03 -0.05 0.01
-0.01 0.01 -0.01
0.00 0.00 0.00
0.00 0.00 0.00
0.01 0.00 0.00
0.00 0.00 0.00
0.00 0.00 0.00

Computed properties:
**<S²>**: 0.785
**Net charge**: -1
**LUMO (spin up / spin down)**: 2.51 / 1.97 eV
**Kohn-Sham gap (spin up / spin down)**: 5.904 / 6.268 eV
**Multiplicity**: 2
**HOMO (spin up / spin down)**: -3.39 / -4.30 eV


The following is a DFT calculation (ωB97M-V/def2-TZVPD) of C39H38Cl2FN7O5RuS3 as an isolated structure at a distorted geometry.

Last column: Löwdin spin population.
Positions of all 96 atoms, in Å:
Ru: -1.76806 -0.61559 0.81334  0.9776
C: 0.24364 -5.46089 5.76284  0.0001
C: -0.78016 -4.52119 5.20644  0.0003
C: -1.81866 -4.03719 5.99374  -0.0001
C: -2.77506 -3.18249 5.46844  0.0003
C: -2.69096 -2.81629 4.14054  0.0001
C: -1.65456 -3.26729 3.34634  0.0036
C: -0.69756 -4.10929 3.87844  0.0003
S: -3.92506 -1.78839 3.34264  0.0012
O: -4.83426 -1.25609 4.31984  -0.0017
O: -4.50666 -2.56779 2.27694  -0.0003
N: -3.01516 -0.63559 2.61054  -0.0075
C: -2.70036 0.55071 3.16854  -0.0034
C: -3.06636 1.00161 4.44924  0.0021
C: -2.60986 2.23101 4.86554  -0.0021
C: -1.82086 3.00391 4.01724  0.0033
C: -1.51736 2.49501 2.76694  -0.0004
N: -1.93216 1.30891 2.36344  0.0051
H: -0.09726 -5.90979 6.69204  0.0000
H: 1.17014 -4.92369 5.96174  0.0000
H: 0.46904 -6.25149 5.05014  0.0000
H: -1.88456 -4.33789 7.02824  0.0000
H: -3.58676 -2.80279 6.06964  0.0000
H: -1.63056 -2.94999 2.30824  0.0038
H: 0.11864 -4.46499 3.26864  0.0000
H: -3.69476 0.38391 5.06804  0.0001
H: -2.85826 2.59081 5.85294  -0.0002
H: -1.44906 3.96881 4.32254  0.0003
H: -0.91346 3.05541 2.06554  -0.0002
Cl: -0.29586 -2.90649 -0.00206  0.0643
C: 1.07614 -3.03629 1.04784  0.0024
C: 1.83164 -4.19799 0.99504  0.0017
C: 2.94124 -4.33299 1.80964  0.0010
C: 3.29674 -3.30439 2.66424  0.0004
C: 2.53934 -2.14959 2.71154  0.0008
Cl: 3.02324 -0.88919 3.77184  -0.0038
C: 1.39334 -1.98029 1.91434  0.0011
S: 0.47154 -0.50539 2.03984  -0.0351
H: 1.54034 -4.97829 0.31104  0.0005
H: 3.53404 -5.23229 1.77314  0.0001
H: 4.16654 -3.38389 3.29584  0.0001
F: 4.31874 0.05721 -1.41136  0.0000
C: 3.30814 0.83271 -1.88436  0.0000
C: 2.03824 0.54291 -1.44246  0.0007
C: 0.94284 1.26501 -1.91896  0.0000
C: -0.39556 0.83531 -1.58376  0.0010
O: -0.58156 -0.27619 -1.02116  -0.0016
C: -1.45866 1.67451 -2.06146  0.0001
C: -1.19766 2.70621 -2.89876  0.0002
N: 0.07294 3.05611 -3.27886  0.0005
C: 0.24494 4.07171 -4.27376  0.0001
C: -0.52426 5.35351 -4.17746  0.0000
C: 0.95194 5.35381 -3.92566  0.0000
C: 1.15364 2.34111 -2.80906  0.0002
C: 2.45614 2.62721 -3.21286  -0.0001
C: 3.55104 1.86541 -2.78866  0.0003
N: 4.82974 2.21121 -3.29866  0.0001
C: 4.95694 2.30401 -4.74176  0.0000
C: 5.97044 3.42491 -5.04006  0.0000
N: 6.84374 3.55211 -3.84396  0.0000
C: 7.25174 2.21341 -3.35336  0.0000
C: 6.00344 1.56451 -2.73256  0.0000
C: -2.84736 1.28471 -1.61816  0.0031
O: -3.77846 1.30511 -2.44056  0.0040
O: -2.98516 0.93271 -0.41966  0.0281
H: 1.88024 -0.26639 -0.74576  0.0004
H: -1.99756 3.28791 -3.32836  0.0000
H: 0.41144 3.66311 -5.26786  0.0000
H: -1.17286 5.50241 -3.32906  0.0000
H: -0.89056 5.78991 -5.09366  0.0000
H: 1.28644 5.48581 -2.90746  0.0000
H: 1.60034 5.80121 -4.66496  0.0000
H: 2.63154 3.45491 -3.87886  0.0000
H: 3.99154 2.53641 -5.18546  0.0000
H: 5.29784 1.35051 -5.16796  0.0000
H: 5.46684 4.37991 -5.19786  0.0000
H: 6.57404 3.18741 -5.91646  0.0000
H: 6.25324 3.95141 -3.10086  0.0000
H: 7.64264 4.16431 -4.02906  0.0000
H: 8.04444 2.31241 -2.61216  0.0000
H: 7.62934 1.63141 -4.19516  0.0000
H: 5.99314 1.71821 -1.65186  0.0000
H: 6.03024 0.48471 -2.92556  0.0000
C: -6.01076 -3.80419 0.01874  -0.0003
N: -5.99816 -2.48269 -0.54636  -0.0058
C: -7.08156 -1.76439 -0.96266  -0.0035
C: -6.62196 -0.57939 -1.44706  -0.0029
N: -5.27036 -0.57999 -1.31666  -0.0041
C: -4.89006 -1.73799 -0.75466  -0.0063
S: -3.31016 -2.28819 -0.45776  -0.0294
H: -7.03826 -4.13099 0.15744  0.0000
H: -5.49596 -3.77559 0.98194  -0.0001
H: -5.49026 -4.50179 -0.63976  -0.0002
H: -8.08076 -2.13739 -0.88406  -0.0003
H: -7.13266 0.25141 -1.88996  -0.0001
H: -4.66976 0.20221 -1.69456  -0.0001

Force components x, y, z for each atom (eV/Å):
-1.04 2.51 0.53
0.07 0.06 0.03
-0.16 0.09 0.01
0.06 -0.04 -0.07
-0.19 0.17 -0.01
-0.47 0.36 -0.14
0.14 -0.04 -0.35
-0.17 0.06 0.07
0.25 -0.57 -0.69
0.36 0.12 0.13
0.33 0.22 0.59
0.20 -0.89 -1.18
0.11 0.73 0.81
0.05 0.20 0.07
0.03 -0.19 -0.20
0.08 0.00 -0.30
0.26 0.58 0.34
-0.20 -1.73 -0.73
0.02 -0.05 0.06
0.12 -0.01 0.06
0.02 -0.08 -0.01
-0.02 -0.05 0.13
-0.08 -0.01 0.11
0.12 -0.23 0.14
0.09 -0.05 -0.15
0.05 0.08 0.06
-0.05 0.02 0.08
0.02 0.09 -0.05
0.08 0.02 -0.03
0.20 -0.62 -0.11
0.38 0.05 0.32
-0.13 0.12 -0.05
-0.04 0.02 -0.05
-0.01 0.05 0.01
-0.30 -0.30 -0.35
0.15 0.28 0.27
-0.17 -0.06 -0.32
-1.38 -0.09 -0.32
-0.03 -0.13 -0.06
0.05 -0.12 -0.01
0.09 -0.02 0.09
-0.14 0.20 -0.16
-0.33 -0.41 0.51
0.25 0.24 -0.30
0.46 0.03 -0.33
-0.57 -0.72 0.05
0.38 1.07 0.29
-0.07 -0.32 0.54
0.48 -0.27 0.11
-0.64 0.00 0.34
0.18 0.28 -0.45
0.02 -0.01 0.01
0.00 0.05 0.02
0.06 -0.44 0.32
0.47 -0.25 0.08
-0.56 0.50 -0.25
-0.11 -0.09 0.15
0.02 -0.02 -0.16
-0.61 -0.16 -0.57
0.20 0.45 0.15
0.16 -0.64 0.27
0.09 -0.18 0.25
-0.21 -0.09 -0.27
0.25 0.45 -0.31
0.40 -0.64 0.88
-0.08 -0.12 0.07
-0.06 0.05 -0.06
-0.02 0.10 0.05
-0.03 -0.05 0.12
-0.01 -0.06 -0.07
-0.06 -0.07 0.11
0.01 -0.04 -0.10
0.02 0.10 -0.05
0.17 0.00 -0.07
-0.03 0.04 -0.01
0.14 -0.02 0.07
0.11 0.10 0.15
0.22 0.13 -0.17
-0.16 -0.08 0.10
-0.03 0.09 -0.12
0.01 0.22 -0.02
0.06 -0.07 -0.12
0.08 0.15 0.04
0.28 -0.64 0.46
0.40 0.77 -0.12
-0.34 0.56 -0.38
-0.52 -0.29 0.07
-0.04 -0.26 0.05
0.21 0.50 0.03
1.36 -0.22 0.06
-0.02 0.09 -0.06
-0.16 -0.11 -0.23
-0.09 0.05 0.00
-0.17 -0.13 0.00
-0.18 0.08 0.02
-0.14 -0.45 0.25

Computed properties:
**<S²>**: 1.118
**Net charge**: +1
**LUMO (spin up / spin down)**: -3.31 / -3.31 eV
**Kohn-Sham gap (spin up / spin down)**: 5.621 / 5.628 eV
**Multiplicity**: 2
**HOMO (spin up / spin down)**: -8.93 / -8.94 eV


The following is a DFT calculation (ωB97M-V/def2-TZVPD) of one molecule with the formula C4H5N3O at a distorted geometry.

Last column: Löwdin charge in e.
Positions of all 13 atoms, in Å:
C: 1.32322 -0.45256 1.53346  -0.2181
C: -1.04515 -0.13038 -0.53538  -0.4833
C: -1.18315 0.01353 0.99494  -0.0815
C: 0.20526 0.48670 1.25114  -0.0343
N: 2.24899 -1.10084 1.53275  0.1452
N: 0.13415 0.51257 -0.84515  -0.0073
N: 0.93240 0.15166 -1.82677  0.0937
O: -1.65746 -0.81020 -1.34675  0.0683
H: -1.95025 0.67080 1.07380  0.0867
H: -1.36394 -1.00257 1.23799  0.1238
H: 0.30326 1.49669 1.61939  0.1090
H: 0.81795 -0.72221 -2.27561  0.1021
H: 1.23472 0.88682 -2.41380  0.0958

Force components x, y, z for each atom (eV/Å):
-3.77 3.01 -0.76
-0.06 -1.63 -1.96
2.37 -1.46 -2.49
1.14 -1.19 -1.54
2.21 -1.73 0.27
0.20 1.09 2.54
-0.04 0.38 0.91
0.31 0.71 1.29
-2.29 1.89 1.44
-0.53 -0.71 1.01
0.45 0.03 -0.14
-0.30 -1.12 -0.09
0.31 0.74 -0.47

Computed properties:
**LUMO (spin up / spin down)**: -0.75 / -0.75 eV
**Kohn-Sham gap (spin up / spin down)**: 8.086 / 8.083 eV
**HOMO (spin up / spin down)**: -8.84 / -8.84 eV


Computed values of energy (unit: hartree) for the preceding records, in sequence: -321.3210, -4843.4465, -4577.9043, -394.8035.
Computed values of relative energy (zero: lowest compared OMol25 entry of this formula, charge and spin) (unit: kcal/mol) for the preceding records, in sequence: 35.57, 8.60, 67.27, 102.92.